{"formula": "C39H66BN6O3ReS4Si", "method": "wB97M-V/def2-TZVPD", "species": ["Re", "C", "C", "C", "C", "N", "N", "B", "N", "N", "C", "C", "C", "C", "C", "S", "C", "C", "C", "C", "N", "N", "C", "C", "C", "C", "C", "S", "C", "C", "C", "C", "C", "S", "C", "C", "C", "C", "H", "H", "H", "H", "H", "H", "H", "H", "H", "H", "H", "H", "H", "H", "H", "H", "H", "H", "H", "H", "H", "H", "H", "H", "H", "H", "H", "H", "H", "H", "H", "H", "H", "H", "H", "H", "H", "H", "H", "C", "C", "C", "C", "O", "Si", "S", "O", "C", "C", "C", "C", "O", "C", "C", "C", "C", "H", "H", "H", "H", "H", "H", "H", "H", "H", "H", "H", "H", "H", "H", "H", "H", "H", "H", "H", "H", "H", "H", "H", "H", "H", "H", "H"], "positions_angstrom": [[0.00, -2.03, 0.43], [-4.43, -4.64, -0.40], [-4.21, -3.14, -0.40], [-5.17, -2.26, -0.81], [-4.92, -0.86, -0.86], [-3.78, -0.37, -0.42], [-2.86, -1.24, 0.02], [-1.56, -0.44, 0.43], [-1.68, 0.27, 1.83], [-2.40, 1.41, 1.88], [-2.54, 1.99, 3.05], [-1.95, 1.42, 4.21], [-1.25, 0.26, 4.16], [-0.62, -0.38, 5.37], [-1.13, -0.31, 2.89], [-0.33, -1.85, 2.74], [-3.31, 3.30, 3.17], [-3.82, 3.78, 1.82], [-4.50, 3.06, 4.13], [-2.37, 4.36, 3.76], [-1.18, 0.52, -0.76], [-1.29, 1.84, -0.62], [-1.05, 2.59, -1.68], [-0.74, 1.99, -2.93], [-0.61, 0.64, -3.06], [-0.27, -0.04, -4.36], [-0.81, -0.09, -1.89], [-0.64, -1.83, -1.83], [-1.19, 4.09, -1.51], [-2.70, 4.42, -1.57], [-0.60, 4.54, -0.16], [-0.45, 4.82, -2.64], [-2.99, -2.58, -0.01], [-1.69, -3.68, 0.42], [-5.95, 0.09, -1.45], [-6.18, -0.32, -2.91], [-5.46, 1.54, -1.40], [-7.26, -0.03, -0.65], [-5.43, -4.88, -0.75], [-4.31, -5.05, 0.60], [-3.70, -5.14, -1.05], [-6.13, -2.64, -1.16], [-2.07, 1.93, 5.17], [-0.78, 0.23, 6.26], [0.45, -0.53, 5.23], [-1.06, -1.37, 5.56], [-4.38, 3.00, 1.31], [-3.00, 4.09, 1.17], [-4.48, 4.64, 1.98], [-5.20, 2.32, 3.71], [-5.04, 4.00, 4.26], [-4.19, 2.72, 5.12], [-1.48, 4.50, 3.14], [-2.04, 4.12, 4.78], [-2.89, 5.32, 3.81], [-0.59, 2.63, -3.79], [-0.04, 0.69, -5.14], [-1.12, -0.65, -4.71], [0.59, -0.71, -4.25], [-3.28, 3.81, -0.87], [-3.09, 4.24, -2.58], [-2.86, 5.47, -1.33], [-1.03, 3.99, 0.68], [-0.81, 5.61, -0.01], [0.48, 4.41, -0.15], [-0.93, 4.68, -3.62], [0.60, 4.53, -2.71], [-0.48, 5.89, -2.44], [-5.26, -0.23, -3.50], [-6.93, 0.34, -3.36], [-6.56, -1.34, -3.01], [-4.53, 1.67, -1.96], [-5.29, 1.87, -0.38], [-6.23, 2.19, -1.84], [-7.70, -1.03, -0.72], [-7.99, 0.67, -1.05], [-7.11, 0.21, 0.41], [5.60, -3.24, -3.24], [4.24, -3.05, -2.61], [3.73, -4.33, -1.97], [3.25, -2.48, -3.61], [4.40, -2.01, -1.56], [4.36, -1.83, 0.00], [2.00, -1.20, 0.32], [5.03, -0.52, 0.56], [5.42, 0.82, 0.07], [5.68, 1.65, 1.31], [4.27, 1.39, -0.74], [6.67, 0.65, -0.77], [4.30, -3.08, 0.97], [5.30, -3.71, 1.90], [4.92, -5.17, 1.98], [5.16, -3.00, 3.23], [6.69, -3.53, 1.31], [5.54, -3.96, -4.06], [6.32, -3.62, -2.50], [5.98, -2.29, -3.63], [3.55, -5.08, -2.75], [2.78, -4.16, -1.44], [4.45, -4.74, -1.26], [3.10, -3.19, -4.43], [3.62, -1.54, -4.02], [2.28, -2.30, -3.12], [4.79, 1.72, 1.93], [5.98, 2.66, 1.02], [6.49, 1.21, 1.90], [3.37, 1.50, -0.12], [4.05, 0.75, -1.61], [4.54, 2.38, -1.12], [7.49, 0.25, -0.17], [6.98, 1.61, -1.18], [6.48, -0.03, -1.61], [3.89, -5.28, 2.33], [5.58, -5.68, 2.68], [5.01, -5.65, 1.01], [4.17, -3.19, 3.67], [5.30, -1.92, 3.12], [5.91, -3.37, 3.93], [6.75, -3.99, 0.31], [7.43, -4.02, 1.94], [6.95, -2.47, 1.24]], "lowdin_spin": [0.888, 0.001, 0.006, 0.001, 0.004, 0.006, 0.009, -0.011, -0.003, 0.000, -0.001, 0.001, 0.000, 0.002, 0.013, 0.056, 0.000, 0.000, 0.000, 0.000, -0.001, 0.000, -0.001, 0.001, -0.001, 0.001, 0.005, 0.018, 0.000, 0.000, 0.000, 0.000, 0.011, 0.083, 0.000, 0.000, 0.000, 0.000, 0.000, 0.000, 0.000, 0.000, 0.000, 0.000, 0.000, 0.001, 0.000, 0.000, 0.000, 0.000, 0.000, 0.000, 0.000, 0.000, 0.000, 0.000, 0.000, 0.000, 0.000, 0.000, 0.000, 0.000, 0.000, 0.000, 0.000, 0.000, 0.000, 0.000, 0.000, 0.000, 0.000, 0.000, 0.000, 0.000, 0.000, 0.000, 0.000, 0.000, 0.000, 0.000, 0.000, -0.002, -0.002, -0.082, -0.002, 0.000, 0.000, -0.001, 0.000, -0.001, 0.000, 0.000, 0.000, 0.000, 0.000, 0.000, 0.000, 0.000, 0.000, 0.000, 0.000, 0.000, 0.000, 0.000, 0.000, 0.000, -0.001, 0.000, 0.000, 0.000, 0.000, 0.000, 0.000, 0.000, 0.000, 0.000, 0.000, 0.000, 0.000, 0.000, 0.000], "relative_energy_kj_mol": 35.2, "charge": 3, "spin_multiplicity": 2, "orbital_gap_ha": [0.212, 0.227], "s2": 0.78, "homo_ev": [-16.58, -16.66]}